{
  "formula": "C25H80Mn2O25",
  "method": "ωB97M-V/def2-TZVPD",
  "species": ["Mn", "Mn", "C", "C", "O", "O", "H", "H", "H", "C", "C", "O", "O", "H", "H", "H", "C", "C", "O", "O", "H", "H", "H", "C", "C", "O", "O", "H", "H", "H", "C", "O", "H", "H", "H", "H", "C", "O", "H", "H", "H", "H", "C", "O", "H", "H", "H", "H", "C", "O", "H", "H", "H", "H", "C", "O", "H", "H", "H", "H", "C", "O", "H", "H", "H", "H", "C", "O", "H", "H", "H", "H", "C", "O", "H", "H", "H", "H", "C", "O", "H", "H", "H", "H", "C", "O", "H", "H", "H", "H", "C", "O", "H", "H", "H", "H", "C", "O", "H", "H", "H", "H", "C", "O", "H", "H", "H", "H", "C", "O", "H", "H", "H", "H", "C", "O", "H", "H", "H", "H", "C", "O", "H", "H", "H", "H", "C", "O", "H", "H", "H", "H"],
  "coordinates": [[-4.311, -0.391, -4.061], [0.117, 1.822, -4.953], [-1.211, 0.883, -1.139], [-1.836, 0.737, -2.528], [-2.720, -0.105, -2.759], [-1.345, 1.425, -3.421], [-0.160, 1.150, -1.247], [-1.424, -0.043, -0.605], [-1.823, 1.610, -0.605], [-0.964, 0.077, -8.457], [-0.334, 0.495, -7.134], [0.603, 1.306, -7.080], [-0.722, 0.053, -6.059], [-0.168, -0.126, -9.174], [-1.588, 0.928, -8.729], [-1.657, -0.760, -8.376], [3.528, 0.863, -2.910], [2.313, 1.187, -3.732], [2.157, 2.295, -4.224], [1.451, 0.279, -3.896], [3.502, -0.174, -2.577], [3.581, 1.482, -2.014], [4.446, 1.025, -3.475], [-1.613, 5.339, -6.139], [-1.111, 4.035, -5.586], [-1.594, 2.970, -5.936], [-0.147, 4.002, -4.816], [-0.953, 5.742, -6.906], [-1.795, 6.043, -5.326], [-2.559, 5.214, -6.667], [-2.101, 4.411, -1.812], [-3.065, 3.561, -2.444], [-2.557, 5.013, -1.027], [-1.295, 3.894, -1.290], [-1.629, 5.122, -2.491], [-2.515, 2.915, -2.893], [1.796, 3.564, -9.277], [0.489, 3.751, -8.794], [2.383, 3.114, -8.477], [1.627, 2.972, -10.177], [2.244, 4.502, -9.605], [0.374, 3.115, -8.084], [-2.399, -3.461, -10.301], [-2.226, -4.880, -10.629], [-2.632, -3.278, -9.252], [-1.581, -2.819, -10.629], [-3.300, -3.273, -10.885], [-1.626, -5.303, -10.011], [-6.213, -2.450, -11.487], [-6.865, -1.489, -10.750], [-6.185, -3.436, -11.023], [-6.688, -2.481, -12.467], [-5.145, -2.248, -11.571], [-7.810, -1.657, -10.766], [1.543, -2.939, -5.053], [1.134, -2.519, -3.792], [0.818, -2.703, -5.832], [2.551, -2.587, -5.276], [1.511, -4.028, -5.020], [1.172, -1.560, -3.754], [-4.960, 1.638, -6.221], [-3.900, 1.237, -5.327], [-5.787, 0.937, -6.111], [-5.465, 2.568, -5.960], [-4.575, 1.780, -7.231], [-3.092, 1.703, -5.556], [-3.130, -2.656, -5.983], [-2.833, -1.516, -5.227], [-4.207, -2.730, -6.136], [-2.590, -2.594, -6.927], [-2.745, -3.537, -5.468], [-1.928, -1.244, -5.397], [-0.504, 3.685, -12.379], [-0.187, 4.839, -11.714], [0.067, 3.641, -13.306], [-0.263, 2.827, -11.751], [-1.559, 3.547, -12.616], [-0.573, 4.756, -10.839], [-3.126, 4.060, -9.568], [-4.086, 4.235, -10.636], [-2.519, 3.202, -9.853], [-2.522, 4.942, -9.353], [-3.783, 3.814, -8.733], [-4.281, 5.175, -10.622], [2.702, 5.045, -6.076], [3.685, 4.050, -5.788], [1.827, 4.694, -6.624], [2.226, 5.380, -5.155], [3.095, 5.946, -6.546], [3.152, 3.454, -5.257], [-4.238, 0.051, -10.162], [-4.787, -0.870, -9.194], [-4.887, 0.868, -10.474], [-3.338, 0.572, -9.837], [-4.144, -0.470, -11.115], [-5.686, -1.036, -9.486], [3.932, 2.376, -12.236], [3.721, 1.952, -13.541], [4.116, 3.450, -12.227], [3.086, 2.040, -11.637], [4.780, 1.947, -11.701], [2.926, 1.415, -13.588], [4.929, -1.467, -10.300], [4.461, -2.268, -9.195], [5.552, -2.074, -10.958], [4.054, -1.210, -10.896], [5.403, -0.520, -10.043], [3.618, -1.876, -8.955], [-2.144, -3.165, -1.940], [-2.152, -4.125, -0.879], [-2.108, -3.659, -2.911], [-3.057, -2.572, -2.006], [-1.334, -2.438, -1.996], [-1.783, -3.653, -0.129], [1.258, -1.179, -11.624], [1.507, -0.246, -12.664], [0.195, -1.299, -11.413], [1.774, -2.123, -11.803], [1.798, -0.779, -10.766], [0.763, -0.299, -13.268], [-1.812, -0.464, -13.980], [-0.480, -0.895, -14.273], [-1.819, -0.045, -12.974], [-2.345, 0.134, -14.719], [-2.487, -1.319, -13.950], [-0.412, -1.284, -15.148], [3.770, 0.027, -7.047], [2.713, -0.350, -7.831], [3.771, -0.541, -6.116], [4.695, 0.147, -7.609], [3.637, 1.052, -6.699], [1.890, 0.029, -7.512]],
  "lowdin_charge": [1.269, 0.970, 0.046, -0.664, -0.089, -0.041, 0.098, 0.077, 0.084, 0.059, -0.706, -0.050, -0.030, 0.080, 0.069, 0.066, 0.019, -0.704, -0.028, -0.066, 0.080, 0.084, 0.088, 0.023, -0.748, -0.048, -0.027, 0.086, 0.083, 0.062, -0.145, -0.118, 0.075, 0.072, 0.073, 0.012, -0.140, -0.149, 0.084, 0.055, 0.089, 0.028, -0.109, -0.127, 0.057, 0.063, 0.058, 0.066, -0.161, -0.113, 0.092, 0.094, 0.052, 0.106, -0.174, -0.130, 0.064, 0.079, 0.075, 0.016, -0.061, -0.176, 0.079, 0.094, 0.092, 0.061, -0.096, -0.183, 0.091, 0.078, 0.090, 0.065, -0.204, -0.096, 0.087, 0.067, 0.070, 0.046, -0.134, -0.136, 0.067, 0.082, 0.064, 0.069, -0.165, -0.120, 0.050, 0.070, 0.079, 0.008, -0.135, -0.141, 0.082, 0.051, 0.058, 0.017, -0.182, -0.111, 0.081, 0.059, 0.068, 0.047, -0.139, -0.131, 0.078, 0.053, 0.070, 0.025, -0.165, -0.093, 0.069, 0.044, 0.075, 0.073, -0.145, -0.132, 0.058, 0.084, 0.061, 0.008, -0.118, -0.118, 0.080, 0.083, 0.071, 0.104, -0.164, -0.123, 0.078, 0.088, 0.074, 0.034],
  "e_lumo_ev": [-3.5, -3.5],
  "homo_lumo_gap_ha": [0.1813, 0.1907],
  "fmax_ev_per_a": 4.9,
  "homo_energy_ev": [-8.412, -8.726],
  "multiplicity": 11
}